No. 1
{
  "formula": "C20H50O8P2S3",
  "method": "the ωB97M-V functional and the def2-TZVPD basis",
  "symbols": ["C", "C", "C", "C", "C", "C", "C", "C", "C", "C", "C", "C", "C", "O", "P", "O", "O", "O", "P", "C", "O", "H", "H", "H", "H", "H", "H", "H", "H", "H", "H", "H", "H", "H", "H", "H", "H", "H", "H", "H", "H", "H", "H", "H", "H", "H", "H", "H", "H", "H", "H", "H", "H", "C", "S", "O", "C", "H", "H", "H", "H", "H", "H", "C", "S", "O", "C", "H", "H", "H", "H", "H", "H", "C", "S", "O", "C", "H", "H", "H", "H", "H", "H"],
  "positions_angstrom": [[7.94, -1.34, -0.29], [7.23, -0.87, -1.59], [5.94, -0.10, -1.22], [6.29, 1.38, -1.03], [5.08, 2.35, -0.97], [3.73, 1.72, -0.61], [2.62, 2.74, -0.92], [1.25, 2.29, -0.42], [0.23, 3.42, -0.64], [-1.07, 3.19, 0.20], [-2.32, 2.89, -0.66], [-2.62, 1.39, -0.61], [-4.00, 1.04, -1.16], [-4.07, -0.28, -1.79], [-3.61, -1.47, -0.88], [-3.91, -1.30, 0.54], [-2.06, -1.74, -1.10], [-4.29, -2.77, -1.46], [-4.35, -4.09, -0.37], [-2.66, -4.86, -0.33], [-5.24, -5.28, -1.09], [7.93, -0.52, 0.42], [7.43, -2.20, 0.15], [8.97, -1.58, -0.55], [7.93, -0.18, -2.05], [7.02, -1.73, -2.21], [5.54, -0.51, -0.30], [5.24, -0.17, -2.05], [6.94, 1.54, -0.17], [6.88, 1.67, -1.89], [4.96, 2.84, -1.94], [5.25, 3.14, -0.24], [3.50, 0.83, -1.19], [3.69, 1.46, 0.45], [2.91, 3.69, -0.48], [2.59, 2.81, -2.01], [1.31, 2.09, 0.64], [0.91, 1.43, -1.00], [-0.03, 3.52, -1.69], [0.64, 4.37, -0.31], [-1.23, 3.98, 0.92], [-0.87, 2.29, 0.78], [-2.08, 3.16, -1.69], [-3.16, 3.51, -0.33], [-1.88, 0.90, -1.26], [-2.53, 1.02, 0.40], [-4.31, 1.79, -1.87], [-4.73, 1.03, -0.36], [-1.55, -1.22, -0.46], [-2.65, -5.80, -0.88], [-1.90, -4.21, -0.75], [-2.43, -5.01, 0.72], [-4.67, -5.89, -1.57], [-6.35, -5.47, 4.41], [-4.92, -4.73, 3.59], [-3.71, -5.22, 4.31], [-5.23, -3.05, 4.12], [-6.32, -6.54, 4.23], [-6.30, -5.27, 5.48], [-7.26, -5.05, 3.98], [-5.26, -3.01, 5.21], [-6.17, -2.71, 3.71], [-4.42, -2.42, 3.75], [3.43, -4.15, -0.63], [4.53, -3.65, 0.70], [5.54, -2.73, 0.12], [5.32, -5.25, 0.91], [2.86, -3.27, -0.95], [4.02, -4.52, -1.47], [2.74, -4.91, -0.27], [5.78, -5.55, -0.02], [4.58, -5.98, 1.23], [6.08, -5.15, 1.68], [-4.08, 6.95, -1.76], [-3.51, 7.24, -0.08], [-3.23, 5.91, 0.53], [-5.10, 7.79, 0.57], [-3.24, 6.55, -2.33], [-4.89, 6.22, -1.75], [-4.41, 7.89, -2.20], [-5.85, 7.01, 0.42], [-5.39, 8.71, 0.06], [-4.98, 7.99, 1.63]],
  "multiplicity": 1,
  "e_homo_ev": -8.40,
  "homo_lumo_gap_ev": 8.732
}



No. 2
{
  "formula": "C3H4I3N",
  "method": "the ωB97M-V functional and the def2-TZVPD basis",
  "symbols": ["C", "C", "C", "N", "I", "I", "I", "H", "H", "H", "H"],
  "positions_angstrom": [[0.67, 0.76, -0.72], [0.50, -0.64, -0.40], [0.81, 0.36, 0.70], [-2.15, -1.12, -0.41], [2.65, 0.14, 1.72], [-1.98, -1.50, 1.58], [-2.69, 0.67, -1.00], [1.62, 1.00, -1.23], [-0.18, 1.35, -0.94], [0.62, -1.66, -0.78], [0.13, 0.63, 1.49]],
  "relative_energy_ev": 3.454,
  "multiplicity": 1,
  "e_homo_ev": [-8.38, -8.94],
  "homo_lumo_gap_ev": [6.932, 7.937]
}



No. 3
{
  "formula": "C2H5N",
  "method": "the ωB97M-V functional and the def2-TZVPD basis",
  "symbols": ["C", "C", "N", "H", "H", "H", "H", "H"],
  "positions_angstrom": [[0.73, -0.59, -0.27], [-0.96, 0.79, 0.48], [0.03, 0.04, 0.84], [1.79, -0.71, -0.01], [0.43, -1.71, -0.28], [0.49, -0.27, -1.21], [-0.93, 0.95, -0.59], [-1.58, 1.50, 1.05]],
  "relative_energy_ev": 0.930,
  "multiplicity": 1,
  "smiles": "C=NC",
  "e_homo_ev": -9.91,
  "homo_lumo_gap_ev": 11.129
}



No. 4
{
  "formula": "C4H5NO",
  "method": "the ωB97M-V functional and the def2-TZVPD basis",
  "symbols": ["C", "C", "C", "C", "O", "N", "H", "H", "H", "H", "H"],
  "positions_angstrom": [[-1.75, -0.66, 0.09], [-0.42, 0.04, 0.08], [1.66, 1.16, -0.18], [1.90, -0.11, -0.01], [-0.30, 1.20, -0.43], [0.68, -0.65, 0.43], [1.74, 2.22, -0.07], [2.77, -0.73, -0.15], [-2.10, -0.76, -0.94], [-1.68, -1.65, 0.54], [-2.48, -0.05, 0.63]],
  "relative_energy_ev": 3.403,
  "multiplicity": 1,
  "e_homo_ev": -8.81,
  "homo_lumo_gap_ev": 8.857
}



No. 5
{
  "formula": "C5H7N3",
  "method": "the ωB97M-V functional and the def2-TZVPD basis",
  "symbols": ["C", "C", "C", "C", "C", "H", "H", "H", "H", "H", "H", "H", "N", "N", "N"],
  "positions_angstrom": [[3.23, -0.20, -0.16], [1.66, -0.03, 0.08], [-0.14, 1.34, -0.01], [-2.42, -0.02, -0.03], [-1.17, -0.97, -0.17], [0.85, -0.67, -0.47], [1.74, -0.22, 1.22], [-0.60, 2.34, -0.38], [-2.96, 0.32, -0.93], [-3.05, -0.07, 1.00], [-0.85, -1.34, -1.10], [-0.77, -1.86, 0.64], [4.36, -0.13, 0.06], [1.17, 1.22, -0.09], [-1.05, 0.30, 0.32]],
  "relative_energy_ev": 5.434,
  "multiplicity": 1,
  "smiles": "N#CC/N=C\\N1CC1",
  "e_homo_ev": -9.51,
  "homo_lumo_gap_ev": 10.060
}



No. 6
{
  "formula": "C28H56O21",
  "method": "the ωB97M-V functional and the def2-TZVPD basis",
  "symbols": ["C", "C", "O", "C", "O", "O", "C", "H", "H", "H", "H", "H", "H", "H", "H", "C", "C", "O", "C", "O", "O", "C", "H", "H", "H", "H", "H", "H", "H", "H", "C", "C", "O", "C", "O", "O", "C", "H", "H", "H", "H", "H", "H", "H", "H", "C", "C", "O", "C", "O", "O", "C", "H", "H", "H", "H", "H", "H", "H", "H", "C", "C", "O", "C", "O", "O", "C", "H", "H", "H", "H", "H", "H", "H", "H", "C", "C", "O", "C", "O", "O", "C", "H", "H", "H", "H", "H", "H", "H", "H", "C", "C", "O", "C", "O", "O", "C", "H", "H", "H", "H", "H", "H", "H", "H"],
  "positions_angstrom": [[-1.59, -2.55, -6.31], [-0.71, -2.65, -5.08], [0.32, -1.67, -5.12], [1.54, -2.04, -5.46], [1.87, -3.15, -5.80], [2.31, -0.97, -5.37], [3.66, -1.14, -5.78], [-1.07, -2.90, -7.21], [-1.90, -1.53, -6.51], [-2.44, -3.23, -6.21], [-0.29, -3.65, -4.98], [-1.29, -2.45, -4.18], [4.05, -0.16, -6.06], [3.72, -1.79, -6.65], [4.28, -1.51, -4.96], [-7.43, -2.23, 8.44], [-6.25, -1.28, 8.38], [-5.38, -1.65, 7.33], [-5.06, -0.70, 6.45], [-5.42, 0.44, 6.46], [-4.25, -1.24, 5.54], [-3.76, -0.35, 4.55], [-7.10, -3.26, 8.57], [-8.01, -2.14, 7.53], [-8.04, -1.92, 9.28], [-5.69, -1.34, 9.32], [-6.60, -0.26, 8.29], [-3.28, 0.49, 5.04], [-4.56, 0.01, 3.89], [-3.08, -0.91, 3.91], [-0.12, -1.48, 6.91], [-0.30, -1.23, 5.42], [-0.32, 0.19, 5.16], [0.71, 0.68, 4.47], [1.65, 0.07, 4.06], [0.49, 1.98, 4.29], [1.50, 2.67, 3.53], [0.93, -1.47, 7.19], [-0.59, -2.42, 7.21], [-0.58, -0.68, 7.49], [-1.26, -1.62, 5.10], [0.51, -1.69, 4.86], [2.40, 2.77, 4.15], [1.13, 3.65, 3.29], [1.77, 2.12, 2.64], [0.00, 5.38, -2.60], [0.41, 4.62, -1.37], [1.05, 5.57, -0.50], [1.80, 5.06, 0.47], [1.98, 3.89, 0.69], [2.34, 6.07, 1.13], [3.30, 5.69, 2.12], [0.82, 6.02, -2.94], [-0.86, 6.03, -2.41], [-0.26, 4.72, -3.43], [1.18, 3.91, -1.68], [-0.41, 4.09, -0.90], [2.84, 5.14, 2.93], [3.69, 6.62, 2.52], [4.11, 5.13, 1.66], [0.13, 3.01, -6.50], [0.65, 2.99, -7.91], [1.63, 1.97, -8.09], [1.17, 0.76, -8.37], [0.02, 0.46, -8.52], [2.20, -0.09, -8.38], [1.89, -1.40, -8.80], [0.97, 3.09, -5.81], [-0.43, 2.10, -6.27], [-0.49, 3.89, -6.34], [1.15, 3.93, -8.14], [-0.16, 2.85, -8.63], [2.84, -1.90, -9.02], [1.30, -1.48, -9.72], [1.37, -1.97, -8.03], [-1.86, 1.68, 2.01], [-0.89, 0.87, 1.18], [-0.74, 1.53, -0.07], [-0.13, 0.85, -1.05], [0.30, -0.27, -0.97], [-0.09, 1.62, -2.13], [0.31, 1.01, -3.35], [-1.45, 2.69, 2.11], [-1.95, 1.33, 3.03], [-2.83, 1.79, 1.52], [-1.11, -0.19, 1.05], [0.07, 0.84, 1.71], [0.03, 1.69, -4.15], [-0.19, 0.06, -3.51], [1.39, 0.90, -3.39], [2.13, -2.12, 1.08], [1.94, -3.03, 2.29], [2.09, -4.39, 1.91], [2.60, -5.23, 2.81], [3.06, -4.93, 3.89], [2.55, -6.46, 2.31], [2.95, -7.51, 3.19], [3.18, -2.01, 0.83], [1.64, -1.18, 1.33], [1.63, -2.54, 0.21], [0.94, -2.87, 2.69], [2.63, -2.74, 3.09], [2.55, -8.43, 2.75], [2.55, -7.36, 4.19], [4.03, -7.56, 3.24]],
  "relative_energy_ev": 0.000,
  "multiplicity": 1,
  "smiles": "CCOC(=O)OC.CCOC(=O)OC.CCOC(=O)OC.CCOC(=O)OC.CCOC(=O)OC.CCOC(=O)OC.CCOC(=O)OC",
  "e_homo_ev": -10.57,
  "homo_lumo_gap_ev": 11.178
}



No. 7
{
  "formula": "C5H10N2O",
  "method": "the ωB97M-V functional and the def2-TZVPD basis",
  "symbols": ["C", "C", "C", "C", "C", "H", "H", "H", "H", "H", "H", "H", "H", "H", "H", "N", "N", "O"],
  "positions_angstrom": [[-2.43, -1.02, -0.54], [-1.50, 0.94, 0.52], [-0.17, 0.52, -0.14], [1.06, 1.55, -0.60], [2.91, -1.03, 0.46], [-3.20, -2.02, -0.59], [-1.51, -1.45, -1.01], [-2.97, -0.43, -1.38], [-2.16, 1.22, -0.34], [-2.08, 1.49, 1.56], [-0.31, -0.32, -0.96], [1.57, 1.06, -1.61], [1.05, 2.70, -0.23], [3.45, -1.87, -0.13], [3.28, -0.82, 1.64], [1.10, 0.46, 0.31], [1.72, -0.70, -0.46], [-2.01, -0.46, 0.74]],
  "relative_energy_ev": 10.786,
  "multiplicity": 1,
  "smiles": "C=NN1C[C@@H]1COC",
  "e_homo_ev": -8.34,
  "homo_lumo_gap_ev": 8.186
}



No. 8
{
  "formula": "C26H25F2N2",
  "method": "the ωB97M-V functional and the def2-TZVPD basis",
  "symbols": ["C", "C", "C", "N", "C", "N", "C", "C", "C", "C", "C", "C", "C", "C", "C", "H", "H", "H", "H", "H", "H", "H", "H", "H", "H", "H", "H", "H", "H", "H", "H", "F", "C", "C", "C", "C", "C", "C", "C", "C", "C", "C", "C", "F", "C", "C", "H", "H", "H", "H", "H", "H", "H", "H", "H"],
  "positions_angstrom": [[0.09, -2.48, 3.59], [-0.76, -1.26, 3.47], [-0.16, 0.01, 3.42], [1.25, 0.11, 3.42], [2.07, -0.73, 2.70], [3.32, -0.26, 2.92], [4.55, -0.90, 2.48], [3.31, 0.82, 3.82], [2.03, 1.06, 4.11], [-0.95, 1.15, 3.25], [-0.34, 2.49, 3.04], [-2.34, 1.01, 3.19], [-2.97, -0.23, 3.27], [-4.47, -0.32, 3.18], [-2.16, -1.36, 3.41], [-0.51, -3.39, 3.40], [0.90, -2.43, 2.83], [0.54, -2.59, 4.59], [4.33, -1.66, 1.72], [5.24, -0.16, 2.05], [5.06, -1.39, 3.33], [4.22, 1.28, 4.17], [1.61, 1.78, 4.79], [-1.11, 3.18, 2.69], [0.08, 2.91, 3.96], [0.45, 2.46, 2.27], [-2.95, 1.91, 3.03], [-4.82, -1.34, 3.31], [-4.94, 0.30, 3.95], [-4.83, 0.06, 2.21], [-2.61, -2.35, 3.44], [4.95, 2.32, -2.28], [3.63, 1.96, -2.20], [2.67, 2.84, -2.67], [1.33, 2.45, -2.62], [0.98, 1.21, -2.10], [1.96, 0.31, -1.58], [1.48, -0.91, -1.05], [2.14, -2.14, -0.84], [1.33, -3.27, -0.54], [1.88, -4.49, -0.21], [3.26, -4.66, -0.15], [4.06, -3.57, -0.48], [5.42, -3.70, -0.36], [3.55, -2.35, -0.91], [3.33, 0.72, -1.64], [2.96, 3.81, -3.07], [0.56, 3.11, -3.00], [-0.06, 0.89, -2.11], [0.39, -0.95, -0.90], [0.24, -3.14, -0.61], [1.22, -5.34, -0.02], [3.71, -5.61, 0.15], [4.24, -1.60, -1.30], [4.13, 0.10, -1.25]],
  "relative_energy_ev": 0.000,
  "total_charge": 1,
  "multiplicity": 1,
  "e_homo_ev": -10.49,
  "homo_lumo_gap_ev": 4.348
}



| no. | M (g/mol) |
| --- | --- |
| 1 | 576.8 |
| 2 | 434.8 |
| 3 | 43.1 |
| 4 | 83.1 |
| 5 | 109.1 |
| 6 | 728.7 |
| 7 | 114.1 |
| 8 | 403.5 |